C10H20N2O in the gas phase at a distorted geometry, computed with ωB97M-V with the def2-TZVPD basis set.

XYZ file:
```
33
Properties=species:S:1:pos:R:3:forces:R:3
O 2.196 -1.497 1.892 0.521 2.597 -1.444
N 2.261 -0.325 1.422 -0.992 -1.957 0.170
N 1.895 -0.188 0.141 0.471 0.713 -0.214
C 1.933 -1.287 -0.830 0.795 -1.835 2.760
C 0.564 -1.662 -1.250 -1.532 -2.425 1.772
C -0.360 -2.095 0.045 -0.094 -0.695 -2.054
C -1.878 -1.758 -0.073 1.767 1.449 -2.715
C -2.377 -0.675 0.877 -0.166 0.163 -1.174
C -1.621 0.634 1.060 -0.103 2.279 1.409
C -1.236 1.379 -0.257 -1.655 0.541 0.387
C -0.317 2.599 -0.057 0.728 -0.227 -0.432
C 1.189 2.309 0.284 0.399 0.851 0.206
C 1.920 1.180 -0.453 0.031 -0.328 -0.926
H 2.499 -2.085 -0.233 -1.065 0.604 -1.026
H 2.501 -1.111 -1.707 0.971 0.986 -0.650
H 0.600 -2.475 -2.022 -0.074 0.455 0.818
H 0.134 -0.838 -1.753 -0.709 0.985 -0.471
H 0.061 -1.821 0.982 0.406 1.353 0.596
H -0.229 -3.159 0.209 -0.135 -0.570 -0.678
H -2.527 -2.582 0.004 -0.526 -1.408 0.663
H -2.082 -1.517 -1.204 0.438 0.209 1.880
H -3.360 -0.432 0.432 0.022 0.066 0.848
H -2.456 -1.144 1.841 -0.495 -0.100 0.572
H -0.636 0.584 1.656 -1.563 -0.424 -0.589
H -2.398 1.317 1.752 2.229 -1.435 -1.791
H -2.184 1.647 -0.836 1.091 0.000 0.845
H -0.763 0.686 -0.914 0.535 -0.639 -0.399
H -0.774 3.296 0.659 0.351 -0.199 0.018
H -0.188 3.163 -0.982 -0.698 -0.043 -0.277
H 1.327 2.098 1.342 0.050 0.231 0.170
H 1.809 3.257 0.030 -1.161 -1.400 0.622
H 1.520 1.037 -1.506 0.429 0.247 1.186
H 2.979 1.465 -0.547 -0.263 -0.046 -0.083
```
Positions in Å, forces in eV/Å.

Results
- structure (SMILES) = O=NN1CCCCCCCCCC1
- energy above the lowest of the compared OMol25 structures with the same formula, charge and spin (eV) = 3.9703
- LUMO level (Ha) = 0.0257
- largest force on an atom (Eh/bohr) = 0.06900
- frontier orbital gap (hartree) = 0.363